Molecular formula: C3H7O2
Method: DFT, ωB97M-V with the def2-TZVPD basis set

Properties
* molecular weight: 75.09 g/mol
* LUMO energy: 4.627 eV
* SMILES: CO[C@@H](C)[O-]
* energy: -7318.967 eV
* charge: -1
* relative energy (zero: lowest compared OMol25 entry of this formula, charge and spin): 191.4 kJ/mol
* E_HOMO: -0.1175 Ha

Each line ends with the natural charge from an NBO analysis.
Cartesian coordinates (Å):
C -1.607 -0.145 -0.899  -0.234
O -0.345 -0.591 -0.605  -0.725
H -1.990 -0.742 -1.748  0.137
H -1.629 0.890 -1.282  0.151
H -2.343 -0.222 -0.081  0.112
O 0.752 1.626 -0.346  -0.818
C 0.471 0.607 0.326  0.440
C 1.590 -0.331 0.818  -0.678
H -0.344 0.642 1.084  0.041
H 1.061 -1.147 1.319  0.191
H 2.084 -0.774 -0.047  0.203
H 2.299 0.186 1.460  0.181


Molecular formula: C3H7O2
Method: DFT, ωB97M-V with the def2-TZVPD basis set

Properties
* molecular weight: 75.09 g/mol
* LUMO energy: 3.973 eV
* SMILES: [O-]CCCO
* energy: -7317.280 eV
* charge: -1
* relative energy (zero: lowest compared OMol25 entry of this formula, charge and spin): 354.3 kJ/mol
* E_HOMO: -0.0698 Ha

Each line ends with the natural charge from an NBO analysis.
Cartesian coordinates (Å):
C -0.240 0.714 0.155  -0.528
C -0.597 -0.598 -0.468  -0.079
O -1.313 -0.429 -1.700  -0.759
C 1.307 0.417 0.854  0.018
O 1.428 -0.900 1.019  -0.959
H -0.996 0.926 0.832  0.171
H 0.193 1.514 -0.518  0.188
H 0.364 -1.139 -0.718  0.206
H -1.203 -1.273 0.114  0.145
H -2.205 -0.981 -1.606  0.436
H 2.107 0.825 0.200  0.080
H 1.155 0.923 1.836  0.079


Molecular formula: C3H7O2
Method: DFT, ωB97M-V with the def2-TZVPD basis set

Properties
* molecular weight: 75.09 g/mol
* LUMO energy: 4.271 eV
* energy: -7317.393 eV
* charge: -1
* relative energy (zero: lowest compared OMol25 entry of this formula, charge and spin): 343.3 kJ/mol
* E_HOMO: -0.0938 Ha

Each line ends with the natural charge from an NBO analysis.
Cartesian coordinates (Å):
C -1.742 -0.505 0.197  0.283
O -2.615 -1.329 -0.031  -0.590
H -0.998 -0.860 0.893  0.150
H -1.625 0.422 -0.334  0.122
H 4.687 -1.153 -0.543  -0.060
C 1.283 1.738 0.577  -0.778
C 1.030 0.749 -0.428  0.213
O 0.956 -0.531 -0.232  -0.807
H 1.007 2.767 0.363  0.160
H 1.670 1.534 1.598  0.170
H 1.128 1.220 -1.449  0.082
H 3.971 -0.941 -0.498  0.057


Molecular formula: C3H7O2Pb
Method: DFT, ωB97M-V with the def2-TZVPD basis set

Properties
* molecular weight: 282.29 g/mol
* LUMO energy: -5.107 eV
* energy: -12551.881 eV
* charge: +1
* relative energy (zero: lowest compared OMol25 entry of this formula, charge and spin): 504.2 kJ/mol
* E_HOMO: -0.4478 Ha

Each line ends with the natural charge from an NBO analysis.
Cartesian coordinates (Å):
C 0.240 1.282 -0.146  -0.931
O -0.841 0.939 0.749  -0.421
C -1.447 -0.210 0.634  0.284
C -1.496 -1.027 -0.464  -0.728
H 1.523 0.689 0.616  0.495
H -0.266 2.141 -0.625  0.314
H 1.106 1.725 -0.658  0.444
H -1.779 -0.577 1.610  0.223
H -1.399 -0.624 -1.478  0.272
H -1.926 -2.019 -0.311  0.265
Pb 0.882 -1.510 -0.601  1.375
O 2.286 -0.578 0.502  -1.119
H 3.118 -0.232 0.171  0.527


Molecular formula: C3H7O2S
Method: DFT, ωB97M-V with the def2-TZVPD basis set

Properties
* molecular weight: 107.15 g/mol
* LUMO energy: 3.499 eV
* energy: -18156.074 eV
* charge: -1
* relative energy (zero: lowest compared OMol25 entry of this formula, charge and spin): 52.1 kJ/mol
* E_HOMO: -0.1577 Ha

Each line ends with the natural charge from an NBO analysis.
Cartesian coordinates (Å):
O 0.001 2.026 -0.657  -0.797
C -1.222 2.105 -0.400  0.622
O -1.928 1.285 0.232  -0.796
H -1.758 3.023 -0.759  -0.003
C 0.671 -0.778 -1.288  -0.728
S 0.862 -1.785 0.198  0.114
C 0.462 -0.667 1.539  -0.767
H 1.536 -0.123 -1.412  0.214
H -0.258 -0.216 -1.305  0.260
H 0.648 -1.482 -2.124  0.194
H -0.319 -1.108 2.162  0.205
H 1.340 -0.521 2.173  0.191
H 0.024 0.238 1.127  0.293


Molecular formula: C3H7O2S
Method: DFT, ωB97M-V with the def2-TZVPD basis set

Properties
* molecular weight: 107.15 g/mol
* multiplicity: 2
* LUMO energy (spin up / spin down): 0.783 / -3.827 eV
* energy: -18151.589 eV
* charge: 0
* relative energy (zero: lowest compared OMol25 entry of this formula, charge and spin): 180.6 kJ/mol
* E_HOMO (spin up / spin down): -0.2977 / -0.2976 Ha

Each line ends with the Löwdin spin population.
Cartesian coordinates (Å):
C 1.818 0.217 -0.384  0.002
S 0.632 1.555 -0.881  0.001
C -0.810 0.651 -1.425  0.000
H 1.383 -0.729 -0.576  0.000
H 2.808 0.434 -0.775  0.000
H 1.862 0.350 0.741  0.001
H -0.346 -0.053 -2.172  0.000
H -1.413 1.424 -1.934  0.000
H -1.462 0.141 -0.673  0.000
O -1.905 -0.437 2.869  0.830
C -1.096 -0.992 2.024  0.087
O 0.019 -0.601 1.685  0.033
H -1.489 -1.960 1.501  0.045


Molecular formula: C3H7O2S2
Method: DFT, ωB97M-V with the def2-TZVPD basis set

Properties
* molecular weight: 139.22 g/mol
* LUMO energy: 3.105 eV
* energy: -28988.170 eV
* charge: -1
* relative energy (zero: lowest compared OMol25 entry of this formula, charge and spin): 369.3 kJ/mol
* E_HOMO: -0.1219 Ha

Each line ends with the natural charge from an NBO analysis.
Cartesian coordinates (Å):
C -1.286 -0.698 0.819  -0.695
C 0.613 1.490 -0.468  -0.535
C 0.052 -0.537 0.083  -0.394
O -1.100 -1.927 -1.756  -1.069
O 1.089 -1.089 -2.198  -1.066
S 1.022 2.413 0.988  -0.091
S 0.260 -1.784 -1.188  1.502
H -1.511 0.194 1.486  0.201
H -1.150 -1.409 1.618  0.205
H -2.066 -0.930 0.040  0.256
H 1.548 1.353 -0.978  0.210
H -0.111 1.958 -0.982  0.186
H 0.882 -0.453 0.896  0.177
H 1.760 1.419 1.642  0.113


Molecular formula: C3H7O2Tm
Method: DFT, ωB97M-V with the def2-TZVPD basis set

Properties
* molecular weight: 244.02 g/mol
* multiplicity: 4
* LUMO energy (spin up / spin down): -3.882 / -4.840 eV
* energy: -36839.264 eV
* charge: +1
* relative energy (zero: lowest compared OMol25 entry of this formula, charge and spin): 0.0 kJ/mol
* E_HOMO (spin up / spin down): -0.3788 / -0.4781 Ha

Each line ends with the Löwdin spin population.
Cartesian coordinates (Å):
C -1.887 0.935 -0.453  0.010
O -0.632 0.371 -0.121  0.080
C -0.643 -0.982 0.275  0.009
C 0.443 -1.691 -0.031  0.061
H -1.712 1.980 -0.733  0.003
H -2.345 0.401 -1.300  0.001
H -2.565 0.894 0.412  0.000
H -1.517 -1.226 0.895  0.003
H 0.357 -2.771 0.128  0.000
Tm 1.529 -0.033 -1.403  2.746
O 2.912 0.545 0.437  0.074
H 2.668 0.208 1.342  0.003
H 3.393 1.370 0.550  0.008


Molecular formula: C3H7O3
Method: DFT, ωB97M-V with the def2-TZVPD basis set

Properties
* molecular weight: 91.09 g/mol
* LUMO energy: 4.082 eV
* energy: -9366.935 eV
* charge: -1
* relative energy (zero: lowest compared OMol25 entry of this formula, charge and spin): 214.6 kJ/mol
* E_HOMO: -0.0940 Ha

Each line ends with the natural charge from an NBO analysis.
Cartesian coordinates (Å):
C -2.672 0.531 -1.028  -0.228
O -1.678 -0.388 -0.621  -0.788
H -3.651 -0.027 -1.242  0.144
H -2.972 1.254 -0.207  0.136
H -2.395 1.120 -1.861  0.153
O 1.175 1.178 0.971  -0.767
C 1.251 0.054 0.488  0.671
O 1.264 -1.113 1.283  -0.751
C 1.300 -0.277 -0.885  -0.923
H 1.316 -0.731 2.127  0.457
H 1.563 -1.333 -1.055  0.191
H 1.486 0.570 -1.562  0.191
H -0.718 -0.117 -0.716  0.515


Molecular formula: C3H7O3
Method: DFT, ωB97M-V with the def2-TZVPD basis set

Properties
* molecular weight: 91.09 g/mol
* LUMO energy: 3.951 eV
* energy: -9367.035 eV
* charge: -1
* relative energy (zero: lowest compared OMol25 entry of this formula, charge and spin): 204.8 kJ/mol
* E_HOMO: -0.1355 Ha

Each line ends with the natural charge from an NBO analysis.
Cartesian coordinates (Å):
C 2.622 -0.751 0.408  -0.777
C 1.124 -1.135 -0.227  0.800
O 1.036 -2.284 -0.584  -0.790
O 0.455 -0.217 -0.509  -0.775
H 3.246 -1.647 0.374  0.187
H 2.526 -0.387 1.329  0.175
H 3.026 0.052 -0.239  0.184
C -2.258 1.406 -0.303  -0.219
O -2.912 0.502 0.542  -0.771
H -2.420 -0.260 0.926  0.488
H -3.007 2.057 -0.632  0.147
H -1.959 0.759 -1.208  0.185
H -1.478 1.905 0.123  0.168